# 1
The following is a quantum chemistry calculation of a molecular structure, C25H46N7O5S2 at a distorted geometry, from the Open Molecules 2025 dataset.

Net charge: -1
HOMO-LUMO gap, Ha: 0.264
E_tot, eV: -69005.0656

Atoms and positions in Å:
C (5.7382, -5.4470, 1.1412)
O (6.2830, -4.6371, 0.0896)
C (5.4463, -3.4637, -0.1458)
C (6.0066, -2.7935, -1.4584)
C (5.2345, -1.4865, -1.9364)
C (3.6841, -1.4371, -1.5812)
C (3.4393, -0.2619, -0.5323)
C (1.9474, -0.2742, 0.0823)
C (1.0438, 0.5559, -0.9251)
C (-0.4200, 0.8864, -0.4038)
C (-1.0165, -0.1752, 0.6186)
C (-1.2130, -1.6116, -0.0220)
C (-2.5093, -1.6711, -0.9817)
C (-3.7853, -2.2888, -0.2373)
S (-4.1417, -3.9938, -0.9066)
O (-5.4505, -4.4260, -0.3099)
O (-4.3276, -3.8296, -2.3854)
N (-2.7973, -4.9182, -0.4380)
S (-2.4405, -6.1440, -1.5479)
O (-2.0870, -5.6587, -2.9280)
O (-1.2138, -6.8491, -1.0001)
H (4.6137, -5.4241, 1.2188)
H (6.0335, -6.5235, 0.9159)
H (6.2191, -5.1182, 2.1118)
H (4.3832, -3.8405, -0.2293)
H (5.5512, -2.7715, 0.7554)
H (6.1220, -3.5329, -2.3145)
H (7.0719, -2.4658, -1.2156)
H (5.3068, -1.4729, -3.0747)
H (5.7693, -0.5470, -1.5893)
H (3.1442, -1.1126, -2.5324)
H (3.2283, -2.4207, -1.2846)
H (3.5423, 0.7681, -1.0103)
H (4.2331, -0.3180, 0.2667)
H (1.6271, -1.3430, 0.2336)
H (1.9851, 0.2865, 1.0718)
H (0.9974, -0.0318, -1.8954)
H (1.5650, 1.5586, -1.1221)
H (-0.5216, 1.9346, 0.0279)
H (-1.1030, 0.8453, -1.3177)
H (-2.0606, 0.2003, 0.8805)
H (-0.4217, -0.1618, 1.5778)
H (-1.2964, -2.4264, 0.7670)
H (-0.3038, -1.9001, -0.6441)
H (-2.7632, -0.6092, -1.3208)
H (-2.1961, -2.2865, -1.8779)
H (-4.6913, -1.6268, -0.2835)
H (-3.4493, -2.4725, 0.8352)
H (-3.4245, -7.1392, -1.5839)
C (-2.9419, 3.9223, -1.9950)
C (-3.5841, 2.6119, -1.7030)
N (-4.0693, 1.5822, -1.4704)
H (-2.6460, 4.4059, -1.0635)
H (-2.0577, 3.7701, -2.6145)
H (-3.6414, 4.5690, -2.5257)
C (0.2343, 6.1990, -0.6107)
C (0.8561, 4.8574, -0.8384)
N (1.3414, 3.8148, -1.0110)
H (-0.3474, 6.1855, 0.3117)
H (1.0121, 6.9585, -0.5303)
H (-0.4229, 6.4496, -1.4443)
C (-4.5558, 0.6417, 3.3746)
C (-3.6399, 1.6111, 2.7093)
N (-2.9239, 2.3639, 2.1910)
H (-4.8544, 1.0234, 4.3509)
H (-5.4459, 0.4935, 2.7631)
H (-4.0501, -0.3157, 3.5052)
C (-1.5479, 4.2357, -6.1457)
C (-0.9972, 5.0299, -5.0109)
N (-0.5682, 5.6458, -4.1251)
H (-2.3143, 4.8128, -6.6633)
H (-0.7501, 3.9911, -6.8470)
H (-1.9889, 3.3116, -5.7705)
C (-5.1423, 1.2290, 8.1374)
C (-6.1086, 1.1595, 7.0044)
N (-6.8610, 1.1052, 6.1214)
H (-5.4426, 0.5351, 8.9226)
H (-4.1441, 0.9633, 7.7889)
H (-5.1210, 2.2404, 8.5436)
C (4.1206, 2.8849, 2.2672)
C (4.7732, 1.5592, 2.0734)
N (5.2764, 0.5236, 1.9225)
H (3.5182, 2.8710, 3.1756)
H (4.8805, 3.6619, 2.3542)
H (3.4768, 3.1080, 1.4149)


# 2
The following is a quantum chemistry calculation of a molecular structure, C25H46O3P2SY at a distorted geometry, from the Open Molecules 2025 dataset.

Net charge: +1
HOMO-LUMO gap, Ha: 0.214
E_tot, eV: -63263.5300

Atoms and positions in Å:
Y (-0.1827, -2.2119, -1.2471)
C (0.5445, -4.1159, 0.3396)
C (-0.3509, -3.1822, 0.9686)
C (-1.4758, -4.2236, -0.7721)
C (-0.1501, -4.7351, -0.7472)
C (-1.6151, -3.2887, 0.3077)
C (1.7200, -4.6985, 1.0208)
H (2.3303, -3.9460, 1.5309)
H (2.3632, -5.2485, 0.3281)
H (1.4013, -5.4247, 1.7866)
C (0.3162, -5.9361, -1.4892)
H (0.7695, -6.6819, -0.8231)
H (1.0683, -5.6568, -2.2332)
H (-0.4973, -6.4422, -2.0193)
C (-2.5549, -4.6729, -1.6905)
H (-2.4967, -5.7543, -1.8587)
H (-2.4996, -4.1863, -2.6757)
H (-3.5333, -4.4471, -1.2549)
C (-2.8390, -2.5346, 0.6734)
H (-3.4155, -3.0864, 1.4282)
H (-3.4945, -2.3950, -0.1908)
H (-2.6110, -1.5500, 1.0962)
C (-0.0973, -2.4588, 2.2452)
H (-0.6655, -2.9002, 3.0797)
H (-0.4073, -1.4065, 2.1848)
H (0.9591, -2.4849, 2.5322)
C (3.1264, 0.6703, 1.2145)
C (3.0091, -0.0813, 2.3418)
C (2.1464, 0.1770, 3.5371)
C (1.5518, 1.6030, 3.6970)
C (0.1699, 1.8104, 3.1476)
C (-0.1924, 1.7089, 1.8726)
C (0.7194, 1.2570, 0.7635)
C (2.1895, 1.7580, 0.8362)
H (2.8196, 0.0445, 4.4047)
H (2.2571, 2.3653, 3.3525)
H (1.3563, -0.5997, 3.6329)
H (2.2980, 2.6860, 1.4118)
H (3.9555, 0.5160, 0.5284)
H (3.6271, -0.9813, 2.3983)
H (2.4875, 2.0773, -0.1702)
H (0.7062, 0.1525, 0.6845)
H (-1.2707, 1.6902, 1.6008)
H (0.2948, 1.5598, -0.2237)
H (1.4410, 1.7431, 4.7790)
H (-0.5890, 2.0735, 3.8952)
P (-0.2423, 3.7255, -0.9807)
P (-2.9993, 3.1651, -1.8444)
C (-1.1040, 5.2364, -1.6993)
C (-2.3745, 4.8322, -2.4262)
H (-0.3924, 5.7459, -2.3642)
H (-1.3408, 5.9320, -0.8829)
H (-3.1536, 5.5936, -2.2787)
H (-2.1936, 4.7610, -3.5044)
C (-4.5816, 3.4490, -2.7810)
H (-5.3370, 2.7177, -2.4729)
H (-4.3852, 3.3216, -3.8519)
H (-4.9758, 4.4635, -2.6109)
C (-3.6908, 3.8734, -0.2434)
H (-4.0277, 4.9161, -0.3896)
H (-2.9377, 3.8336, 0.5576)
H (-4.5538, 3.2534, 0.0472)
C (1.1825, 3.7463, -2.1614)
H (1.6847, 2.7672, -2.1522)
H (1.8911, 4.5429, -1.8866)
H (0.7769, 3.9322, -3.1664)
C (0.5033, 4.6930, 0.4332)
H (0.2123, 5.7535, 0.3737)
H (1.6013, 4.6382, 0.4305)
H (0.1304, 4.2982, 1.3860)
C (3.8299, -3.3431, -1.1612)
S (2.6973, -2.1024, -1.7600)
O (3.3421, -1.1546, -2.6143)
O (1.6003, -2.8918, -2.4658)
O (1.9531, -1.5231, -0.5549)
H (4.7716, -3.1406, -1.6827)
H (3.4495, -4.3322, -1.4407)
H (3.9745, -3.2651, -0.0763)


# 3
The following is a quantum chemistry calculation of a molecular structure, C25H47As3BrKN3O12 at a distorted geometry, from the Open Molecules 2025 dataset.

Net charge: -1
HOMO-LUMO gap, Ha: 0.257
E_tot, eV: -324613.0610

Atoms and positions in Å:
K (-1.0670, -0.7749, -0.3470)
N (-2.2534, 1.5450, -0.5411)
N (-3.5385, 1.2185, -1.0282)
C (-4.1180, -0.0212, -0.6506)
O (-5.3519, -0.0511, -0.6537)
O (-3.2992, -0.9687, -0.3835)
H (-2.3096, 1.9925, 0.3704)
H (-1.7812, 2.1521, -1.1978)
H (-4.2273, 1.9589, -0.9894)
C (-4.7047, -0.0861, -4.2624)
C (-4.3378, -1.4174, -3.6117)
As (-2.4300, -1.5327, -3.1547)
C (-1.7262, -2.0107, -4.9409)
C (-1.1987, -0.7991, -5.7103)
C (-2.4602, -3.3471, -2.3838)
C (-2.9817, -4.4647, -3.2802)
H (-5.7731, -0.0457, -4.4885)
H (-4.1655, 0.0754, -5.1997)
H (-4.4755, 0.7464, -3.5960)
H (-4.5876, -2.2577, -4.2608)
H (-4.8859, -1.5345, -2.6749)
H (-2.4983, -2.5304, -5.5120)
H (-0.9160, -2.7242, -4.7710)
H (-1.9912, -0.0862, -5.9458)
H (-0.7294, -1.0886, -6.6546)
H (-0.4563, -0.2566, -5.1209)
H (-3.0644, -3.2476, -1.4810)
H (-1.4465, -3.5658, -2.0411)
H (-4.0049, -4.2824, -3.6139)
H (-2.9812, -5.4146, -2.7376)
H (-2.3647, -4.5997, -4.1709)
C (-0.3391, 5.3690, 1.6294)
O (0.5320, 4.2551, 1.4174)
C (0.0561, 3.0706, 1.8060)
O (-1.0600, 2.9283, 2.2448)
C (0.9748, 1.9063, 1.4710)
C (2.2063, 2.1252, 0.9795)
As (3.1784, 3.1923, 2.3020)
C (5.0220, 3.2467, 1.6668)
C (3.3025, 1.4466, 3.3305)
C (2.4327, 0.4301, 3.3759)
As (0.6794, 0.1147, 2.2963)
C (-0.2999, 0.7260, 3.9019)
C (2.5860, -0.5073, 4.5724)
O (2.6904, -0.0749, 5.6887)
O (2.5658, -1.8371, 4.3938)
C (2.5792, -2.4350, 3.0754)
C (4.4722, 1.6109, 4.2853)
O (4.5737, 2.5865, 4.9756)
O (5.5006, 0.7391, 4.2412)
C (5.5306, -0.3398, 3.2983)
C (3.0464, 1.1546, 0.1763)
O (3.8633, 1.5712, -0.6102)
O (2.7877, -0.1285, 0.3666)
C (3.5638, -1.0507, -0.4246)
H (0.1607, 6.2092, 1.1574)
H (-0.4701, 5.5547, 2.6935)
H (-1.3121, 5.1960, 1.1771)
H (5.0702, 4.0007, 0.8831)
H (5.3713, 2.2999, 1.2675)
H (5.6243, 3.5649, 2.5177)
H (0.1600, 1.6006, 4.3561)
H (-0.2452, -0.1062, 4.6059)
H (-1.3336, 0.9224, 3.6447)
H (3.0784, -3.3923, 3.1920)
H (3.1288, -1.8169, 2.3696)
H (1.5772, -2.5986, 2.6992)
H (6.5781, -0.6089, 3.1970)
H (5.1369, -0.0391, 2.3290)
H (4.9771, -1.1959, 3.6763)
H (3.0641, -2.0072, -0.3033)
H (4.5875, -1.0788, -0.0478)
H (3.5855, -0.7328, -1.4622)
C (2.0064, 0.7162, -3.5382)
C (1.1940, -0.1494, -2.6036)
N (1.1283, -1.4677, -2.8943)
O (0.6167, 0.3415, -1.6386)
H (2.8261, 0.1721, -4.0102)
H (2.4032, 1.5589, -2.9757)
H (1.3512, 1.1007, -4.3230)
H (1.6589, -1.8402, -3.6612)
H (0.7481, -2.1225, -2.2025)
Br (0.6515, -3.2037, -0.0627)
C (-4.1113, 0.2821, 2.9036)
C (-3.2166, -0.9388, 2.9828)
O (-2.1600, -0.8872, 2.0331)
H (-4.8647, 0.2510, 3.6962)
H (-4.6390, 0.3206, 1.9468)
H (-3.5207, 1.1953, 3.0198)
H (-3.8014, -1.8518, 2.8378)
H (-2.7456, -1.0070, 3.9650)
H (-2.5833, -0.9231, 1.1453)


# 4
The following is a quantum chemistry calculation of 4 unconnected molecules or ions with the total composition C25H47BF7NO7PS3Si at a distorted geometry, from the Open Molecules 2025 dataset.

Net charge: -1
HOMO-LUMO gap, Ha: 0.251
E_tot, eV: -111884.9539

Atoms and positions in Å:
C (1.7703, -3.0564, 2.6217)
C (0.6060, -2.4166, 1.8276)
N (0.8574, -1.1056, 1.2566)
B (1.4127, -1.0734, -0.1430)
C (2.8584, -1.8530, -0.4651)
F (2.7863, -3.2042, -0.3439)
F (3.2070, -1.6330, -1.7748)
C (4.1140, -1.3848, 0.3465)
F (4.9919, -0.7240, -0.4264)
F (3.8217, -0.5693, 1.3472)
F (4.7899, -2.4271, 0.8519)
O (1.5514, 0.2853, -0.7288)
C (0.3785, 0.5967, -1.3587)
O (-0.5190, 1.2241, -0.4638)
C (-0.4814, 2.6313, -0.5244)
C (0.6970, 3.2159, 0.2564)
C (-0.1425, -0.7918, -1.8804)
P (0.5974, -1.1601, -3.6093)
O (1.1629, -2.5269, -3.7057)
C (-1.6567, -0.9523, -1.9980)
F (-1.8896, -2.1759, -2.5721)
F (-2.1030, -0.0179, -2.8907)
C (-2.4388, -0.9164, -0.7097)
C (-3.9549, -1.0040, -0.9948)
Si (-5.0221, -0.7864, 0.5302)
C (-4.7661, -2.2184, 1.7336)
C (-6.8421, -0.7647, 0.0047)
C (-4.6277, 0.8453, 1.3860)
C (-4.8052, 0.9975, 2.7714)
C (-4.5063, 2.2127, 3.3861)
C (-4.0476, 3.2976, 2.6379)
C (-3.8783, 3.1668, 1.2598)
C (-4.1673, 1.9448, 0.6487)
O (0.4422, -1.7257, -1.0774)
H (2.6309, -2.3982, 2.7010)
H (2.1174, -3.9515, 2.1089)
H (1.4753, -3.3606, 3.6230)
H (-0.2297, -2.3213, 2.5296)
H (0.2712, -3.1084, 1.0628)
H (1.3546, -0.5115, 1.9047)
H (0.5366, 1.2373, -2.2326)
H (-0.3963, 2.9690, -1.5604)
H (-1.4194, 2.9905, -0.1171)
H (0.9420, 2.5662, 1.0875)
H (1.5692, 3.2750, -0.3890)
H (0.4612, 4.2167, 0.6127)
H (1.5766, -0.1524, -3.7942)
H (-0.3917, -1.0205, -4.6033)
H (-2.1620, -1.8073, -0.1576)
H (-2.2190, -0.0302, -0.1335)
H (-4.2544, -0.2516, -1.7264)
H (-4.1908, -1.9638, -1.4516)
H (-5.7074, -2.6194, 2.1013)
H (-4.1779, -3.0318, 1.3175)
H (-4.2239, -1.8562, 2.6064)
H (-7.4472, -1.4861, 0.5494)
H (-6.9612, -0.9597, -1.0594)
H (-7.2814, 0.2153, 0.1811)
H (-5.1584, 0.1556, 3.3489)
H (-4.6495, 2.2965, 4.4553)
H (-3.8258, 4.2246, 3.1349)
H (-3.5248, 4.0095, 0.6885)
H (-4.0248, 1.8750, -0.4219)
C (-4.9102, 6.5052, 5.9455)
S (-6.1687, 6.3664, 4.6689)
O (-5.4705, 5.9949, 3.4147)
C (-6.5260, 8.1264, 4.5713)
H (-4.5146, 5.5088, 6.1316)
H (-4.1104, 7.1605, 5.6001)
H (-5.3602, 6.8967, 6.8580)
H (-5.6150, 8.6704, 4.3214)
H (-6.9279, 8.4689, 5.5251)
H (-7.2675, 8.2714, 3.7888)
C (7.2480, -2.7980, -1.1866)
S (8.4041, -3.7678, -0.2215)
O (9.7719, -3.2743, -0.5418)
C (8.1702, -5.2946, -1.1419)
H (7.2578, -1.7803, -0.8076)
H (7.5563, -2.8061, -2.2330)
H (6.2474, -3.2128, -1.0780)
H (8.4100, -5.1273, -2.1923)
H (7.1374, -5.6256, -1.0334)
H (8.8412, -6.0431, -0.7254)
C (7.0126, -1.7846, -5.6155)
S (5.3766, -2.3611, -6.0967)
O (4.9495, -1.5189, -7.2474)
C (4.5295, -1.7569, -4.6396)
H (7.7055, -2.0289, -6.4182)
H (6.9883, -0.7053, -5.4641)
H (7.3199, -2.2907, -4.7005)
H (4.6790, -0.6803, -4.5508)
H (4.9136, -2.2665, -3.7563)
H (3.4665, -1.9774, -4.7408)


# 5
The following is a quantum chemistry calculation of 9 unconnected molecules or ions with the total composition C25H47F12N3O22P2 at a distorted geometry, from the Open Molecules 2025 dataset.

SMILES string: CCOC(=O)C(F)(F)F.CCOC(=O)C(F)(F)F.CCOC(=O)C(F)(F)F.CCOC(=O)C(F)(F)F.COP(=O)(OC)OC.COP(=O)(OC)OC.C[N+](=O)[O-].C[N+](=O)[O-].C[N+](=O)[O-]
Net charge: 0
HOMO-LUMO gap, Ha: 0.387
E_tot, eV: -127387.2133

Atoms and positions in Å:
C (1.1911, -2.6643, -3.4364)
N (2.5449, -2.9903, -3.9446)
O (3.2475, -3.6312, -3.1885)
O (2.8607, -2.6855, -5.0698)
H (1.3234, -1.9329, -2.6436)
H (0.6382, -3.5322, -3.0963)
H (0.6816, -2.2434, -4.3019)
C (-1.6259, -0.0720, 0.5329)
N (-0.3351, 0.0159, -0.1827)
O (0.2474, -1.0184, -0.4682)
O (0.1326, 1.1020, -0.4413)
H (-2.2327, 0.7516, 0.1779)
H (-1.3658, 0.0021, 1.5847)
H (-2.0661, -1.0518, 0.3785)
C (3.1792, -2.3202, 1.2136)
N (4.4892, -2.9477, 1.0242)
O (5.0601, -3.2683, 2.0539)
O (4.9909, -3.0016, -0.0691)
H (3.2658, -1.2971, 1.5679)
H (2.5328, -2.9534, 1.8106)
H (2.7186, -2.2300, 0.2278)
C (3.3032, 5.0308, -4.0329)
O (2.9288, 4.1108, -5.0474)
P (3.6689, 2.7204, -5.2309)
O (3.2801, 1.9481, -6.4239)
O (5.2307, 3.0542, -5.1418)
C (5.8452, 3.8627, -6.1250)
O (3.4089, 1.9161, -3.8605)
C (2.0888, 1.5377, -3.5071)
H (4.0250, 4.6321, -3.3152)
H (2.4456, 5.2468, -3.3916)
H (3.6768, 5.9520, -4.4726)
H (6.5225, 3.2593, -6.7298)
H (6.3774, 4.6736, -5.6278)
H (5.1710, 4.3272, -6.8514)
H (1.9111, 1.8711, -2.4875)
H (2.0027, 0.4509, -3.5638)
H (1.3065, 1.8798, -4.1885)
C (-5.8661, -2.5748, 3.1333)
O (-4.6985, -3.3700, 3.0078)
P (-3.2829, -2.7027, 3.3909)
O (-2.9952, -1.3612, 2.8703)
O (-3.2480, -2.8231, 5.0003)
C (-3.7428, -1.7078, 5.7495)
O (-2.2351, -3.8005, 2.8885)
C (-2.4727, -5.1981, 3.0175)
H (-6.1851, -2.5100, 4.1774)
H (-6.7098, -3.0110, 2.5989)
H (-5.7345, -1.5662, 2.7366)
H (-4.4925, -2.0986, 6.4371)
H (-4.2295, -0.9359, 5.1505)
H (-2.9440, -1.2104, 6.2980)
H (-1.7878, -5.7438, 2.3718)
H (-3.4719, -5.4938, 2.6930)
H (-2.3169, -5.4781, 4.0598)
C (-1.2467, 4.7642, -5.9233)
C (-1.1096, 3.2877, -5.6560)
O (-1.5633, 2.9315, -4.3464)
C (-2.8139, 3.0045, -3.9606)
O (-3.7000, 3.4893, -4.5947)
C (-3.0926, 2.3062, -2.6151)
F (-3.4170, 3.2581, -1.7302)
F (-4.0558, 1.4327, -2.6891)
F (-2.0064, 1.7148, -2.1314)
H (-2.2595, 5.1571, -5.9379)
H (-0.7295, 5.0005, -6.8531)
H (-0.7379, 5.2624, -5.0939)
H (-0.0623, 2.9813, -5.7167)
H (-1.5130, 2.5918, -6.3997)
C (0.1762, -0.9011, 4.2134)
C (-0.4819, 0.4553, 4.2356)
O (-0.3177, 0.9707, 5.5666)
C (-0.7791, 2.1871, 5.7925)
O (-1.2451, 2.9102, 4.9726)
C (-0.6851, 2.5759, 7.3010)
F (-1.7897, 3.2469, 7.6353)
F (-0.6038, 1.4611, 8.0414)
F (0.3727, 3.3489, 7.5435)
H (1.2490, -0.8930, 4.4104)
H (0.0016, -1.4294, 3.2756)
H (-0.2261, -1.5341, 5.0094)
H (-1.5391, 0.4087, 3.9779)
H (-0.0026, 1.0909, 3.4880)
C (6.2684, 0.7344, 3.6241)
C (6.4683, 1.0094, 2.1410)
O (5.2164, 1.3014, 1.4813)
C (4.8149, 2.5604, 1.4832)
O (5.4274, 3.4696, 1.9522)
C (3.4640, 2.7934, 0.8041)
F (3.6606, 3.6822, -0.1899)
F (2.9704, 1.6785, 0.2891)
F (2.5922, 3.3466, 1.6465)
H (7.1651, 0.2060, 3.9559)
H (5.4178, 0.0916, 3.8361)
H (6.2262, 1.6747, 4.1702)
H (6.8200, 0.1323, 1.6026)
H (7.1611, 1.8326, 1.9783)
C (-5.1210, -5.7727, -1.4017)
C (-5.3458, -4.9123, -0.1714)
O (-5.4292, -3.5020, -0.4590)
C (-4.3107, -2.8216, -0.4040)
O (-3.2143, -3.2588, -0.2026)
C (-4.5339, -1.3189, -0.6895)
F (-5.6752, -1.0862, -1.3328)
F (-4.5632, -0.6512, 0.4620)
F (-3.5323, -0.8687, -1.4298)
H (-4.2264, -5.5295, -1.9726)
H (-5.9677, -5.7412, -2.0884)
H (-5.0275, -6.8103, -1.0772)
H (-4.5312, -5.0677, 0.5342)
H (-6.2744, -5.1712, 0.3299)


LUMO level across the listed records, respectively: 1.7; -4.2; 1.3; 1.7; 0.2 eV.